Record 1
Computed, not measured: C36H37N5O4Ru as an isolated structure, with ωB97M-V/def2-TZVPD.

Geometry as XYZ:
```
83
Properties=species:S:1:pos:R:3
Ru 0.889 0.009 -0.975
O 1.580 -1.942 -1.193
C 2.422 -2.533 -0.482
C 3.077 -2.019 0.665
C 3.918 -2.898 1.386
C 4.554 -2.435 2.503
C 4.410 -1.114 2.941
C 3.609 -0.240 2.246
C 2.926 -0.670 1.097
O 2.206 0.218 0.450
N 5.428 -3.348 3.261
O 5.481 -4.492 2.876
O 5.942 -2.900 4.256
H 2.658 -3.560 -0.788
H 4.058 -3.923 1.071
H 4.945 -0.799 3.826
H 3.499 0.786 2.560
C 2.923 5.237 0.039
C 3.250 5.031 -1.299
C 2.838 3.883 -1.945
C 2.111 2.929 -1.227
C 1.785 3.123 0.112
C 2.189 4.290 0.740
N 1.608 1.771 -1.875
N 1.611 1.786 -3.126
C 0.959 0.707 -3.736
C 0.921 0.648 -5.115
C 0.211 -0.392 -5.701
C -0.428 -1.318 -4.894
C -0.330 -1.199 -3.514
N 0.345 -0.202 -2.942
H 3.244 6.144 0.535
H 3.823 5.773 -1.836
H 3.085 3.713 -2.983
H 1.208 2.384 0.658
H 1.928 4.462 1.773
H 1.428 1.401 -5.694
H 0.157 -0.472 -6.777
H -0.994 -2.133 -5.316
H -0.795 -1.908 -2.844
C -5.020 3.111 0.935
C -3.762 2.731 0.210
C -3.222 3.576 -0.764
C -2.038 3.248 -1.438
C -1.471 4.151 -2.493
C -1.418 2.069 -1.115
C -1.914 1.152 -0.138
C -3.124 1.548 0.517
N -1.178 0.049 0.068
C -1.538 -1.165 0.867
C -0.348 -1.463 1.781
C -0.520 -2.796 2.511
C -0.665 -3.919 1.482
C -1.887 -3.656 0.600
C -3.137 -3.594 1.474
C -2.975 -2.465 2.489
C -1.769 -2.731 3.384
C -2.799 -1.134 1.742
C -1.708 -2.322 -0.136
H -5.376 4.090 0.626
H -4.852 3.136 2.011
H -5.810 2.387 0.740
H -3.724 4.505 -0.997
H -1.807 5.176 -2.353
H -1.792 3.832 -3.485
H -0.381 4.146 -2.470
H -0.506 1.815 -1.651
H -3.548 0.959 1.301
H -0.216 -0.641 2.491
H 0.553 -1.517 1.181
H 0.364 -2.971 3.131
H -0.775 -4.878 1.991
H 0.239 -3.993 0.866
H -1.988 -4.451 -0.143
H -3.280 -4.545 1.990
H -4.023 -3.427 0.857
H -3.877 -2.386 3.099
H -1.902 -3.669 3.925
H -1.667 -1.940 4.131
H -2.735 -0.324 2.471
H -3.684 -0.991 1.122
H -2.571 -2.115 -0.775
H -0.824 -2.388 -0.772
```

Spin multiplicity: 5
Expectation value of S²: 6.06
E_LUMO (spin up / spin down): -7.53 / -8.39 eV
Orbital gap (spin up / spin down): 6.22 / 6.12 eV
Max |F|: 0.0147 Eh/bohr
Total charge: +2

Charges obtained by Löwdin population analysis, quoted in units of e: Ru 1.53; O -0.12; C -0.12; C -0.12; C 0.09; C -0.11; C 0.07; C 0.04; C -0.30; O -0.21; N -0.35; O 0.11; O 0.12; H 0.16; H 0.14; H 0.14; H 0.13; C -0.03; C -0.04; C 0.00; C -0.25; C -0.03; C -0.04; N -0.07; N 0.14; C -0.28; C 0.05; C 0.01; C 0.01; C -0.06; N -0.04; H 0.12; H 0.12; H 0.12; H 0.10; H 0.12; H 0.14; H 0.13; H 0.13; H 0.11; C -0.02; C -0.23; C 0.06; C -0.24; C -0.02; C -0.01; C -0.23; C 0.06; N 0.09; C -0.41; C -0.09; C -0.27; C -0.10; C -0.27; C -0.10; C -0.27; C -0.10; C -0.09; C -0.09; H 0.09; H 0.10; H 0.10; H 0.13; H 0.09; H 0.10; H 0.07; H 0.05; H 0.09; H 0.14; H 0.06; H 0.15; H 0.13; H 0.11; H 0.15; H 0.13; H 0.13; H 0.15; H 0.13; H 0.13; H 0.13; H 0.13; H 0.14; H 0.08

=====

Record 2
Computed, not measured: C36H37NP2Sn as an isolated structure, with ωB97M-V/def2-TZVPD.

Geometry as XYZ:
```
77
Properties=species:S:1:pos:R:3
Sn -0.073 0.005 3.152
C -1.898 0.846 -4.421
C -1.907 -0.409 -3.999
C -1.045 -1.569 -4.399
C 0.290 -1.230 -5.100
C 1.193 -0.366 -4.280
C 1.202 0.957 -4.157
C 0.342 1.992 -4.810
C -0.995 1.504 -5.418
C 1.482 0.589 4.708
H -2.647 1.536 -3.963
H -2.677 -0.680 -3.249
H -1.619 -2.263 -5.035
H -0.813 -2.145 -3.481
H 0.807 -2.199 -5.298
H 0.091 -0.797 -6.090
H 1.942 -0.930 -3.677
H 1.971 1.392 -3.490
H 0.915 2.522 -5.589
H 0.109 2.764 -4.050
H -1.512 2.402 -5.831
H -0.796 0.856 -6.281
H 1.256 1.526 5.123
H 2.421 0.473 4.293
H 1.429 -0.309 5.535
P -1.559 -0.550 1.465
P 1.650 0.012 1.420
C -0.560 -0.757 -0.010
C 0.764 -0.548 -0.007
C -2.477 -2.050 1.666
C -2.833 -2.785 0.533
C -3.564 -3.976 0.690
C -3.935 -4.406 1.960
C -3.582 -3.657 3.085
C -2.854 -2.476 2.937
C -2.700 0.785 1.089
C -2.289 2.116 1.089
C -3.225 3.127 0.862
C -4.562 2.804 0.631
C -4.964 1.467 0.631
C -4.030 0.454 0.854
C 3.049 -1.040 1.664
C 2.940 -2.329 2.201
C 4.096 -3.089 2.396
C 5.344 -2.572 2.054
C 5.441 -1.287 1.519
C 4.293 -0.523 1.318
C 2.211 1.658 1.025
C 2.420 2.595 2.020
C 2.866 3.879 1.688
C 3.108 4.206 0.354
C 2.907 3.257 -0.647
C 2.461 1.970 -0.319
H -1.105 -1.051 -0.930
H 1.375 -0.668 -0.928
H -2.558 -2.451 -0.461
H -3.840 -4.556 -0.194
H -4.507 -5.330 2.078
H -3.878 -3.991 4.082
H -2.573 -1.876 3.809
H -1.242 2.375 1.287
H -2.905 4.171 0.866
H -5.294 3.595 0.453
H -6.009 1.208 0.459
H -4.352 -0.590 0.857
H 1.966 -2.730 2.485
H 4.015 -4.093 2.819
H 6.246 -3.169 2.207
H 6.416 -0.872 1.255
H 4.374 0.485 0.905
H 2.235 2.325 3.063
H 3.029 4.617 2.475
H 3.460 5.207 0.093
H 3.101 3.509 -1.694
H 2.314 1.232 -1.102
N -0.045 -0.028 6.450
C -0.103 -0.069 5.303
```

E_LUMO (spin up / spin down): -8.05 / -7.92 eV
Orbital gap (spin up / spin down): 5.22 / 5.36 eV
Max |F|: 0.0949 Eh/bohr
Total charge: +2

Charges obtained by Löwdin population analysis, quoted in units of e: Sn 1.07; C -0.11; C -0.14; C -0.19; C -0.20; C -0.12; C -0.13; C -0.19; C -0.19; C -0.21; H 0.11; H 0.10; H 0.12; H 0.10; H 0.12; H 0.11; H 0.11; H 0.09; H 0.12; H 0.11; H 0.12; H 0.10; H 0.04; H 0.04; H 0.12; P 0.84; P 0.88; C -0.21; C -0.24; C -0.40; C -0.07; C -0.03; C -0.03; C -0.04; C -0.08; C -0.37; C -0.09; C -0.05; C -0.03; C -0.03; C -0.06; C -0.38; C -0.08; C -0.05; C -0.03; C -0.04; C -0.06; C -0.39; C -0.08; C -0.03; C -0.04; C -0.03; C -0.07; H 0.10; H 0.11; H 0.10; H 0.13; H 0.13; H 0.13; H 0.10; H 0.09; H 0.12; H 0.13; H 0.12; H 0.11; H 0.10; H 0.12; H 0.13; H 0.13; H 0.11; H 0.08; H 0.12; H 0.13; H 0.12; H 0.09; N 0.18; C -0.47